Record 1
C18H29BF5O18PSi2 as an isolated structure, computed with the ωB97M-V functional and the def2-TZVPD basis.

Properties
Energy above the lowest of the compared OMol25 structures with the same formula, charge and spin ... 0.00 kJ/mol
Kohn-Sham gap ... 8.35 eV
E_HOMO ... -0.303 Eh
Maximum force ... 0.017 Eh/bohr

Last column: Löwdin charge in e.
Positions of all 74 atoms, in Å:
1 C -2.23164 -0.04796 -4.39603  -0.11
2 C -0.85311 -0.72027 -4.47349  -0.21
3 B 0.04330 -0.57618 -3.20013  -0.55
4 O -0.29607 0.29270 -2.18605  0.07
5 Si 1.67626 -1.77958 -3.08269  0.43
6 O 3.01578 -1.05891 -2.37449  -0.51
7 Si 3.25043 -0.91852 -0.75729  0.52
8 P 0.95797 -3.75321 -2.28602  0.71
9 C 2.52591 -4.64018 -1.90282  -0.34
10 O 0.30092 -3.50360 -0.77944  -0.40
11 H -2.25144 0.80451 -3.72101  0.07
12 H -2.56032 0.29987 -5.37613  0.07
13 H -2.97407 -0.77816 -4.07495  0.07
14 H -0.27378 -0.37925 -5.33775  0.10
15 H -0.98041 -1.80138 -4.61953  0.10
16 H -1.06011 -0.02843 -1.70135  0.07
17 H 2.10424 -2.14422 -4.45565  -0.01
18 H 2.78479 -2.12073 -0.03207  -0.05
19 H 2.57059 0.29030 -0.24636  -0.05
20 H 4.69936 -0.76462 -0.52058  -0.06
21 H 2.38427 -5.68862 -2.15951  0.02
22 H 3.31979 -4.24632 -2.53857  0.02
23 H 2.79804 -4.54250 -0.85512  0.03
24 H 0.29375 -2.58208 -0.52039  0.01
25 C -4.68099 -2.19325 -0.55251  -0.04
26 C -3.60630 -1.13268 -0.64261  -0.29
27 O -4.16389 -0.19641 -1.53577  0.12
28 C -5.52647 -0.28791 -1.43796  -0.54
29 O -6.28772 0.51427 -1.85602  0.19
30 O -5.85809 -1.41548 -0.77803  0.07
31 F -2.43405 -1.59855 -1.17356  0.06
32 H -4.57021 -2.93303 -1.34676  0.15
33 H -4.73467 -2.67951 0.41472  0.13
34 H -3.37947 -0.63783 0.30230  0.18
35 C -7.65804 1.59856 1.93498  -0.03
36 C -8.57333 0.72555 2.77328  -0.30
37 O -8.09043 -0.58138 2.47520  0.15
38 C -6.78909 -0.47856 2.12782  -0.55
39 O -6.03357 -1.38752 2.01947  0.16
40 O -6.45813 0.81231 1.90238  0.07
41 F -9.86524 0.81977 2.39838  0.09
42 H -8.04606 1.71177 0.92226  0.15
43 H -7.46118 2.57250 2.37174  0.14
44 H -8.49833 0.90111 3.84401  0.14
45 C 6.50439 1.89475 0.02311  -0.06
46 C 7.60414 2.79187 0.55481  -0.31
47 O 7.48800 2.60417 1.95790  0.14
48 C 6.95251 1.37379 2.17919  -0.55
49 O 6.93415 0.81434 3.22095  0.18
50 O 6.44874 0.87270 1.02201  0.04
51 F 7.39475 4.09352 0.25758  0.09
52 H 5.55120 2.42403 -0.01428  0.14
53 H 6.72416 1.46458 -0.94980  0.13
54 H 8.60206 2.50516 0.23085  0.14
55 C 9.58486 0.24366 -3.99334  -0.04
56 C 10.33681 -0.48945 -2.89733  -0.31
57 O 10.80146 0.57744 -2.08858  0.14
58 C 9.96253 1.63399 -2.25038  -0.55
59 O 9.93369 2.59152 -1.55255  0.17
60 O 9.15173 1.42684 -3.31257  0.07
61 F 11.39179 -1.18857 -3.36793  0.08
62 H 10.26161 0.51685 -4.80336  0.15
63 H 8.73186 -0.29984 -4.38634  0.14
64 H 9.72220 -1.15280 -2.28676  0.17
65 C -6.12000 1.39147 7.32821  -0.04
66 C -6.16194 2.90883 7.32236  -0.31
67 O -7.12617 3.17642 6.31785  0.13
68 C -7.96547 2.11002 6.23735  -0.55
69 O -9.00086 2.10523 5.65931  0.17
70 O -7.44835 1.05811 6.90779  0.08
71 F -4.98175 3.46073 6.96825  0.08
72 H -5.40240 1.02715 6.59230  0.15
73 H -5.91095 0.95608 8.29969  0.14
74 H -6.49392 3.36099 8.25781  0.17

=====

Record 2
The molecule C18H29ClN2, computed with the ωB97M-V functional and the def2-TZVPD basis.

Properties
Energy above the lowest of the compared OMol25 structures with the same formula, charge and spin ... 0.00 kJ/mol
Kohn-Sham gap ... 9.31 eV
E_HOMO ... -0.311 Eh
Maximum force ... 0.009 Eh/bohr

Last column: Löwdin charge in e.
Positions of all 50 atoms, in Å:
1 C -5.29698 -0.14330 0.84598  -0.07
2 C -4.09224 0.21315 -0.02795  -0.38
3 C -4.26587 -0.45487 -1.39074  -0.07
4 C -2.78597 -0.13571 0.72333  -0.25
5 C -2.30758 -1.59550 0.56147  -0.12
6 C -1.56716 -1.93700 -0.74355  -0.22
7 N -0.37140 -2.71246 -0.44320  -0.03
8 C 0.80049 -1.93224 -0.08154  -0.36
9 C 1.82788 -2.83915 0.59579  -0.13
10 C 3.05405 -2.03253 1.00689  -0.21
11 N 3.66417 -1.41783 -0.15705  -0.23
12 C 4.91107 -0.76595 0.17499  -0.10
13 C 2.73650 -0.49880 -0.78928  -0.20
14 C 1.49112 -1.23784 -1.26345  -0.12
15 C -1.63604 0.80778 0.46278  -0.20
16 C -0.68418 0.97844 1.46558  -0.04
17 C 0.42068 1.78879 1.28732  -0.11
18 C 0.58891 2.44575 0.07945  -0.69
19 Cl 1.97813 3.45022 -0.16670  0.67
20 C -0.34615 2.30488 -0.92999  -0.10
21 C -1.44978 1.49196 -0.73180  -0.03
22 H -5.30395 -1.20711 1.07320  0.08
23 H -6.22356 0.09974 0.33081  0.08
24 H -5.27538 0.40891 1.78298  0.08
25 H -4.10041 1.29982 -0.17298  0.13
26 H -4.38846 -1.52847 -1.27912  0.08
27 H -5.16000 -0.06359 -1.87306  0.08
28 H -3.42209 -0.27429 -2.04876  0.06
29 H -3.02466 -0.02658 1.78889  0.13
30 H -3.16264 -2.25935 0.68748  0.11
31 H -1.61774 -1.81368 1.37796  0.11
32 H -1.32486 -1.01553 -1.29009  0.09
33 H -2.20235 -2.54781 -1.38674  0.11
34 H -0.13585 -3.31824 -1.22204  0.11
35 H 0.47665 -1.16676 0.63229  0.13
36 H 1.38146 -3.31592 1.46875  0.11
37 H 2.13240 -3.61920 -0.10348  0.12
38 H 3.79228 -2.69320 1.46934  0.12
39 H 2.75921 -1.27130 1.75494  0.13
40 H 4.78272 0.06015 0.89343  0.09
41 H 5.59364 -1.49757 0.60558  0.08
42 H 5.35791 -0.36613 -0.73432  0.08
43 H 3.24034 -0.04051 -1.64473  0.12
44 H 2.43742 0.30972 -0.09696  0.10
45 H 0.81465 -0.52555 -1.74062  0.10
46 H 1.78173 -1.99127 -1.99948  0.12
47 H -0.81210 0.46888 2.41023  0.12
48 H 1.14665 1.91096 2.07646  0.11
49 H -0.21226 2.82476 -1.86597  0.11
50 H -2.17099 1.40642 -1.52881  0.11

=====

Record 3
C18H29CsN3NbO3 as an isolated structure in a non-equilibrium geometry, computed with the ωB97M-V functional and the def2-TZVPD basis.

Properties
Net charge ... +2
Kohn-Sham gap ... 5.89 eV
E_HOMO ... -0.505 Eh
Maximum force ... 0.060 Eh/bohr

Last column: Löwdin charge in e.
Positions of all 55 atoms, in Å:
1 N -1.74298 -0.37157 -0.02007  -0.14
2 C -2.83610 -0.23422 0.50677  -0.44
3 O -3.85550 -0.07420 1.07589  0.21
4 Cs -2.50431 -0.25858 -3.11262  0.98
5 Nb 0.23233 0.07272 0.02143  1.91
6 N 0.03677 1.68249 -1.16758  -0.25
7 N 0.75380 -1.45879 -1.10027  -0.24
8 C -0.57577 2.97285 -0.70000  -0.64
9 C 0.58896 -2.91515 -1.28646  -0.65
10 C -1.89991 3.15619 -1.43759  -0.04
11 C 0.40686 4.10629 -0.98759  -0.03
12 C -0.82960 2.96668 0.79675  -0.05
13 C 1.07868 -3.29554 -2.68382  -0.02
14 C 1.44192 -3.65396 -0.25057  -0.02
15 C -0.87565 -3.29724 -1.12953  -0.05
16 H -1.78250 3.09809 -2.52839  0.07
17 H -2.29221 4.15731 -1.21351  0.11
18 H -2.65234 2.41504 -1.12000  0.07
19 H 1.37791 3.89075 -0.52617  0.10
20 H 0.01992 5.03871 -0.55675  0.11
21 H 0.55551 4.27350 -2.05850  0.09
22 H -1.52977 2.19442 1.14227  0.06
23 H -1.28829 3.93546 1.05846  0.12
24 H 0.10818 2.89812 1.36802  0.10
25 H 0.57001 -2.70565 -3.45718  0.09
26 H 0.87847 -4.35980 -2.86803  0.11
27 H 2.15815 -3.13457 -2.77814  0.09
28 H 2.50611 -3.41538 -0.36612  0.08
29 H 1.32001 -4.73846 -0.38774  0.11
30 H 1.13667 -3.39606 0.77131  0.10
31 H -1.31677 -2.92504 -0.19825  0.07
32 H -0.96453 -4.39424 -1.13164  0.11
33 H -1.49161 -2.93191 -1.96798  0.04
34 C 2.14348 -0.92623 -1.31198  -0.12
35 H 2.26085 0.05739 -0.77804  0.07
36 H 2.89962 -1.61295 -0.90973  0.10
37 H 2.36400 -0.77242 -2.38109  0.10
38 C 0.52270 1.69115 -2.57124  -0.15
39 H 1.49483 2.20511 -2.64823  0.11
40 H 0.66044 0.66814 -2.96023  0.05
41 H -0.19697 2.19099 -3.24693  0.08
42 O -1.33086 0.66775 2.84813  0.05
43 C -0.24952 0.09936 3.01911  -0.49
44 O 0.58094 -0.18455 1.99733  -0.23
45 C 0.22741 -0.32803 4.37323  -0.15
46 C 1.33360 -1.16795 4.54425  -0.03
47 C 1.70942 -1.57680 5.82651  -0.06
48 C 0.98109 -1.15725 6.94823  -0.04
49 C -0.13416 -0.32685 6.77581  -0.04
50 C -0.51380 0.07520 5.49154  0.00
51 H 1.88959 -1.49592 3.66679  0.11
52 H 2.57208 -2.23313 5.94987  0.11
53 H 1.27203 -1.48949 7.94622  0.12
54 H -0.71339 -0.00152 7.64153  0.12
55 H -1.38940 0.70565 5.34346  0.12

=====

Record 4
C18H29LaN2 as an isolated structure in a non-equilibrium geometry, computed with the ωB97M-V functional and the def2-TZVPD basis.

Properties
Net charge ... +2
Energy above the lowest of the compared OMol25 structures with the same formula, charge and spin ... 0.00 kJ/mol
Kohn-Sham gap ... 7.73 eV
E_HOMO ... -0.538 Eh
Maximum force ... 0.046 Eh/bohr

Last column: Löwdin charge in e.
Positions of all 50 atoms, in Å:
1 C -1.25965 -3.05324 -0.03156  -0.20
2 H -1.94388 -3.80211 -0.47017  0.12
3 H -0.23833 -3.29346 -0.38674  0.07
4 H -1.65603 -2.11832 -0.51992  0.01
5 C -1.36122 -3.04987 1.49514  -0.34
6 H -0.55799 -2.47320 1.99108  0.07
7 H -2.28987 -2.54434 1.77888  0.12
8 C -1.39852 -4.45884 2.10453  -0.08
9 H -1.53221 -4.41772 3.19361  0.09
10 H -2.24030 -5.03289 1.70021  0.09
11 H -0.48101 -5.02664 1.89903  0.09
12 C 1.76079 1.22394 -0.17028  -0.37
13 C 2.06082 0.46149 1.00542  -0.36
14 C 2.42096 -0.86586 0.59033  -0.34
15 C 2.33575 -0.92214 -0.83908  -0.34
16 C 1.92831 0.37257 -1.31041  -0.35
17 C 1.75463 0.78211 -2.73057  -0.01
18 C 2.51194 -2.13706 -1.68395  -0.02
19 C 2.73589 -2.00582 1.49703  -0.02
20 C 2.06571 0.98769 2.39680  -0.01
21 C 1.49304 2.68250 -0.20962  -0.02
22 La -0.04101 -0.54741 0.00402  2.15
23 H 2.11333 -1.98380 -2.69571  0.08
24 H 3.57970 -2.38734 -1.79399  0.12
25 H 2.02099 -3.02834 -1.25843  0.08
26 H 1.57052 -0.07882 -3.38991  0.08
27 H 0.92673 1.49523 -2.86195  0.08
28 H 2.66803 1.28226 -3.09852  0.12
29 H 0.99206 3.03955 0.69783  0.08
30 H 2.45858 3.20631 -0.28499  0.12
31 H 0.88863 2.97453 -1.07621  0.08
32 H 1.96135 0.18883 3.14599  0.08
33 H 3.02156 1.50088 2.60268  0.12
34 H 1.26571 1.72487 2.56507  0.08
35 H 2.21752 -2.93571 1.20862  0.08
36 H 3.81523 -2.22801 1.47942  0.12
37 H 2.47213 -1.77918 2.53899  0.08
38 N -4.32079 4.41983 -1.07857  0.18
39 C -3.39113 3.45841 -0.83409  -0.27
40 C -2.86818 3.26828 0.46576  0.01
41 C -1.98344 2.24018 0.70128  -0.12
42 N -1.60512 1.35177 -0.28455  -0.19
43 C -2.02412 1.61118 -1.57265  -0.13
44 C -2.91756 2.61907 -1.86736  0.01
45 H -4.67609 5.01402 -0.34672  0.13
46 H -4.71774 4.55577 -1.99389  0.13
47 H -3.16278 3.93149 1.28554  0.13
48 H -1.52357 2.06408 1.68455  0.12
49 H -1.59540 0.95061 -2.34330  0.11
50 H -3.25401 2.76264 -2.89866  0.13